# C17H48O7

7 unconnected molecules or ions with the total composition C17H48O7 in a non-equilibrium geometry (ωB97M-V/def2-TZVPD, OMol25).

The geometry in ORCA input format:
```
! wB97M-V def2-TZVPD RIJCOSX def2/J DEFGRID3
* xyz 0 1
C -3.18 4.37 -5.63
C -3.47 3.70 -6.97
C -3.81 4.73 -8.00
O -2.31 3.03 -7.30
H -3.98 5.08 -5.42
H -2.22 4.89 -5.65
H -3.11 3.57 -4.89
H -4.24 2.97 -6.74
H -3.60 4.28 -8.97
H -3.08 5.55 -8.04
H -4.76 5.26 -8.03
H -2.62 2.63 -8.12
C -0.81 4.95 5.94
C -2.10 4.18 6.26
C -1.93 2.85 6.88
O -2.72 4.94 7.30
H -0.06 4.91 6.73
H -0.97 6.03 5.83
H -0.33 4.42 5.13
H -2.71 4.11 5.37
H -2.93 2.44 6.82
H -1.63 2.84 7.93
H -1.33 2.20 6.25
H -3.48 4.39 7.50
C 10.60 -3.05 -2.64
C 9.33 -2.22 -2.81
C 9.13 -1.20 -1.61
O 9.46 -1.44 -3.89
H 10.97 -3.45 -3.59
H 10.52 -3.83 -1.88
H 11.43 -2.47 -2.24
H 8.38 -2.74 -2.87
H 8.21 -0.63 -1.75
H 10.04 -0.62 -1.46
H 9.09 -1.64 -0.61
H 8.63 -0.97 -4.01
C -9.72 -3.38 0.19
C -8.42 -3.49 0.94
C -8.59 -4.14 2.30
O -7.43 -4.20 0.23
H -9.65 -2.48 -0.41
H -10.56 -3.24 0.87
H -9.90 -4.32 -0.33
H -8.02 -2.49 1.09
H -7.75 -4.29 2.98
H -9.15 -5.07 2.26
H -9.24 -3.44 2.83
H -6.83 -4.61 0.87
C 0.13 -0.78 0.60
C 0.26 -2.32 0.90
C 1.72 -2.72 1.13
O -0.51 -2.59 2.04
H 0.26 -0.44 -0.42
H 0.81 -0.32 1.31
H -0.82 -0.34 0.91
H -0.01 -2.83 -0.02
H 2.38 -2.04 0.61
H 1.70 -3.76 0.79
H 2.15 -2.67 2.13
H -0.05 -2.16 2.76
C 4.56 0.30 6.95
O 3.54 -0.71 6.82
H 4.20 0.90 7.78
H 5.58 -0.05 7.08
H 4.57 0.98 6.11
H 3.86 -1.53 7.22
C 2.59 -1.30 -5.57
O 3.51 -0.37 -5.07
H 2.50 -1.09 -6.64
H 3.00 -2.30 -5.46
H 1.58 -1.26 -5.17
H 3.37 0.51 -5.44
*
```

ΔE to the lowest compared entry with this formula, charge and spin, kJ/mol: 329.18
HOMO-LUMO gap, hartree: 0.3765
SMILES: CC(C)O.CC(C)O.CC(C)O.CC(C)O.CC(C)O.CO.CO
E, hartree: -1203.01824
HOMO, eV: -9.758
Maximum force, eV/Å: 3.822

# C11H28N5O3S

3 unconnected molecules or ions with the total composition C11H28N5O3S (ωB97M-V/def2-TZVPD, OMol25).

The geometry in ORCA input format:
```
! wB97M-V def2-TZVPD RIJCOSX def2/J DEFGRID3
* xyz 1 1
C -2.69 0.16 -2.87
C -2.76 -1.20 -2.18
O -1.75 -2.07 -2.72
C -1.13 -2.98 -1.85
C 0.40 -2.95 -2.05
N 1.16 -2.41 -0.90
C 0.90 -1.19 -0.42
N 0.43 -0.17 -1.25
N 1.13 -0.91 0.85
S 0.88 0.61 1.61
H -2.11 0.05 -3.80
H -3.67 0.53 -3.15
H -2.21 0.92 -2.25
H -2.60 -1.11 -1.10
H -3.74 -1.68 -2.35
H -1.49 -4.00 -2.04
H -1.39 -2.75 -0.80
H 0.80 -3.94 -2.25
H 0.62 -2.33 -2.93
H 1.40 -3.10 -0.20
H -0.29 -0.50 -1.89
H 1.18 0.23 -1.81
H 1.45 -1.66 1.45
H 2.17 1.03 1.58
C -4.31 3.57 -0.94
O -3.74 2.89 -1.77
N -4.29 3.33 0.38
C -4.98 4.17 1.34
C -3.54 2.18 0.86
H -4.91 4.46 -1.21
H -4.28 4.61 2.05
H -5.73 3.60 1.89
H -5.48 4.98 0.81
H -2.48 2.26 0.58
H -3.93 1.26 0.42
H -3.62 2.13 1.94
C 4.52 0.27 1.48
O 4.09 1.33 1.92
N 5.28 -0.59 2.16
C 5.76 -1.83 1.58
C 5.68 -0.24 3.52
H 4.29 -0.07 0.45
H 5.41 -2.69 2.17
H 6.84 -1.86 1.55
H 5.38 -1.93 0.56
H 4.80 -0.11 4.15
H 6.24 0.70 3.52
H 6.30 -1.03 3.92
*
```

HOMO-LUMO gap, hartree: 0.3018
E, hartree: -1333.36021
HOMO, eV: -11.340
Maximum force, eV/Å: 0.973

# C4H9NO

2 unconnected molecules or ions with the total composition C4H9NO (ωB97M-V/def2-TZVPD, OMol25).

The geometry in ORCA input format:
```
! wB97M-V def2-TZVPD RIJCOSX def2/J DEFGRID3
* xyz 0 1
C 1.52 0.74 -0.36
C -0.19 -0.87 -0.12
C 0.20 -1.31 1.24
C -1.41 -0.08 -0.26
O -2.42 -0.60 0.20
N -1.46 1.10 -0.97
H 0.99 1.42 0.31
H 1.76 1.25 -1.30
H 2.42 0.35 0.11
H 0.93 -0.19 -0.72
H -0.58 -2.05 1.49
H 1.16 -1.84 1.25
H 0.18 -0.56 2.04
H -0.72 1.30 -1.63
H -2.39 1.33 -1.29
*
```

ΔE to the lowest compared entry with this formula, charge and spin, kJ/mol: 394.78
HOMO-LUMO gap, hartree: 0.3163
E, hartree: -287.68209
HOMO, eV: -8.427
Maximum force, eV/Å: 0.323